# C7H12O

A cluster of 2 separate species, C7H12O in total (the ωB97M-V functional and the def2-TZVPD basis, the OMol25 dataset).

Output
HOMO: -5.9 eV
orbital gap: 2.88 eV
relative energy (zero: lowest compared OMol25 entry of this formula, charge and spin): 229.85 kcal/mol
charge: 0

Atoms and positions in Å:
C1 -2.355 2.346 -0.200
C2 -3.480 1.562 -0.349
C3 3.423 -2.016 -0.630
C4 2.582 -0.884 -0.562
C5 1.425 -0.874 0.256
C6 0.189 -0.062 0.206
O1 -0.990 -0.733 -0.253
C7 -0.322 0.664 1.477
H1 4.407 -1.730 -0.976
H2 -1.530 2.021 -1.006
H3 -1.681 -0.107 -0.611
H4 -3.932 1.070 0.471
H5 -3.995 1.662 -1.292
H6 3.062 -2.900 -0.100
H7 2.732 -0.123 -1.267
H8 1.035 -1.795 0.771
H9 0.348 0.818 -0.462
H10 -0.913 -0.087 2.057
H11 0.587 0.978 2.041
H12 -0.970 1.646 1.213

=====

# C5H8N

The ion C5H8N with charge +1 (the ωB97M-V functional and the def2-TZVPD basis, the OMol25 dataset).

Output
HOMO: -12.8 eV
orbital gap: 8.97 eV
relative energy (zero: lowest compared OMol25 entry of this formula, charge and spin): 77.13 kcal/mol
SMILES string: C=C=C/C=C/[NH3+]
charge: +1

Atoms and positions in Å:
C1 -2.633 0.007 -2.070
C2 -1.505 0.384 -1.602
C3 -0.349 0.706 -0.988
C4 0.079 0.212 0.217
C5 1.330 0.216 0.760
N1 1.733 -0.571 1.979
H1 -2.628 -0.969 -2.375
H2 -3.456 0.657 -2.263
H3 0.384 1.143 -1.701
H4 -0.684 -0.308 0.896
H5 2.132 0.692 0.345
H6 1.979 -1.541 1.670
H7 0.990 -0.588 2.805
H8 2.628 -0.039 2.325

=====

# C8H10NS

The ion C8H10NS with charge +1 (the ωB97M-V functional and the def2-TZVPD basis, the OMol25 dataset).

Output
HOMO: -12.9 eV
orbital gap: 8.84 eV
relative energy (zero: lowest compared OMol25 entry of this formula, charge and spin): 28.09 kcal/mol
SMILES string: C[N+]1=CCCc2ccsc21
charge: +1

Atoms and positions in Å:
C1 0.710 2.634 -0.137
N1 0.715 1.194 -0.142
C2 1.765 0.504 -0.154
C3 1.757 -0.990 0.177
C4 0.454 -1.809 -0.167
C5 -0.785 -0.995 0.071
C6 -2.073 -1.455 0.086
C7 -2.980 -0.395 0.141
S1 -2.318 1.133 0.302
C8 -0.759 0.389 0.067
H1 0.385 2.943 -1.169
H2 1.695 3.057 0.156
H3 -0.115 2.976 0.526
H4 2.641 1.129 -0.370
H5 2.762 -1.518 -0.184
H6 1.744 -0.910 1.233
H7 0.483 -2.534 0.691
H8 0.476 -2.289 -1.145
H9 -2.488 -2.508 0.032
H10 -4.067 -0.556 -0.012

=====

# C13H17BeIN2

A structure of composition C13H17BeIN2 (the ωB97M-V functional and the def2-TZVPD basis, the OMol25 dataset).

Output
HOMO: -7.7 eV
orbital gap: 6.72 eV
relative energy (zero: lowest compared OMol25 entry of this formula, charge and spin): 16.06 kcal/mol
charge: 0

Atoms and positions in Å:
C1 -3.739 0.250 1.498
C2 -3.951 1.373 0.443
H1 -3.210 -0.632 1.139
H2 -4.727 -0.083 1.838
H3 -3.212 0.620 2.381
H4 -3.616 1.115 -0.575
H5 -5.023 1.601 0.357
H6 -3.443 2.299 0.748
C3 0.373 -2.421 1.213
C4 1.104 -3.569 0.932
C5 2.120 -3.504 -0.025
C6 2.416 -2.299 -0.659
H7 -0.410 -2.392 1.966
H8 0.882 -4.490 1.469
H9 2.697 -4.385 -0.293
H10 3.187 -2.162 -1.424
N1 0.642 -1.257 0.597
C7 1.653 -1.170 -0.316
C8 1.936 0.205 -0.756
N2 1.162 1.144 -0.128
C9 1.331 2.446 -0.404
C10 3.064 1.931 -1.986
C11 2.237 2.881 -1.375
H11 0.720 3.148 0.167
H12 2.304 3.938 -1.611
C12 2.962 0.585 -1.631
H13 3.640 -0.196 -1.983
H14 3.799 2.228 -2.717
Be1 -0.147 0.241 0.648
C13 -1.365 0.305 -0.455
H15 -1.084 0.696 -1.448
H16 -1.896 1.089 0.085
H17 -1.951 -0.606 -0.597
I1 -0.456 1.070 2.903

=====

# C39H31GeNO2PS2W

A structure of composition C39H31GeNO2PS2W (the ωB97M-V functional and the def2-TZVPD basis, the OMol25 dataset).

Output
HOMO (alpha / beta): -13.6 / -13.6 eV
<S²>: 0.7871
orbital gap (alpha / beta): 5.34 / 5.68 eV
relative energy (zero: lowest compared OMol25 entry of this formula, charge and spin): 34.52 kcal/mol
multiplicity: 2
charge: +2

Atoms and positions in Å:
W1 0.442 0.161 -0.310
S1 0.908 -2.216 0.463
C1 2.407 -1.406 0.496
N1 2.346 -0.063 0.328
C2 3.609 0.538 0.185
C3 3.873 1.880 -0.031
C4 5.202 2.260 -0.124
C5 6.232 1.323 0.004
C6 5.963 -0.019 0.226
C7 4.630 -0.397 0.307
S2 3.979 -2.015 0.540
H1 3.072 2.605 -0.112
H2 5.446 3.300 -0.291
H3 7.260 1.648 -0.071
H4 6.764 -0.737 0.332
O1 0.696 3.648 -2.092
C8 0.042 2.712 -1.808
O2 0.265 2.015 -0.591
C9 -1.022 2.041 -2.636
P1 -1.139 0.247 -2.276
C10 -2.194 -0.494 -3.519
C11 -1.731 -0.676 -4.823
C12 -2.603 -1.172 -5.776
C13 -3.915 -1.484 -5.433
C14 -4.370 -1.303 -4.135
C15 -3.507 -0.806 -3.168
C16 0.527 -0.449 -2.710
C17 0.591 -1.851 -2.813
C18 1.789 -2.490 -3.077
C19 2.952 -1.743 -3.222
C20 2.919 -0.353 -3.132
C21 1.721 0.287 -2.880
H5 -0.851 2.232 -3.695
H6 -1.990 2.477 -2.366
H7 -0.714 -0.431 -5.101
H8 -2.259 -1.315 -6.792
H9 -4.586 -1.875 -6.186
H10 -5.390 -1.548 -3.873
H11 -3.857 -0.669 -2.151
H12 -0.316 -2.435 -2.697
H13 1.814 -3.567 -3.164
H14 3.889 -2.245 -3.428
H15 3.818 0.231 -3.277
H16 1.706 1.370 -2.924
C22 -2.736 4.265 2.532
C23 -1.782 3.812 3.426
C24 -1.160 2.582 3.222
C25 -1.499 1.803 2.119
C26 -2.469 2.268 1.227
C27 -3.086 3.490 1.429
Ge1 -0.784 0.006 1.937
C28 0.593 -0.353 3.233
C29 1.648 0.542 3.438
C30 2.633 0.260 4.372
C31 2.569 -0.918 5.110
C32 1.522 -1.807 4.918
C33 0.538 -1.532 3.975
C34 -2.223 -1.267 1.934
C35 -2.517 -2.121 0.870
C36 -3.584 -3.006 0.941
C37 -4.372 -3.047 2.083
C38 -4.095 -2.201 3.148
C39 -3.029 -1.315 3.073
H17 -3.218 5.220 2.694
H18 -1.521 4.411 4.289
H19 -0.418 2.239 3.933
H20 -2.774 1.657 0.380
H21 -3.849 3.838 0.744
H22 1.693 1.480 2.894
H23 3.440 0.963 4.541
H24 3.332 -1.136 5.845
H25 1.468 -2.715 5.503
H26 -0.271 -2.238 3.826
H27 -1.918 -2.109 -0.037
H28 -3.800 -3.667 0.111
H29 -5.202 -3.738 2.144
H30 -4.711 -2.229 4.037
H31 -2.836 -0.654 3.912

=====

# C9H26N4NaO7S

A structure of composition C9H26N4NaO7S (the ωB97M-V functional and the def2-TZVPD basis, the OMol25 dataset).

Output
HOMO: -1.5 eV
orbital gap: 2.37 eV
relative energy (zero: lowest compared OMol25 entry of this formula, charge and spin): 166.70 kcal/mol
charge: -1

Atoms and positions in Å:
Na1 1.153 -0.859 -1.506
S1 6.224 0.621 -1.228
O1 7.376 0.588 -0.334
O2 6.307 -0.533 -2.169
O3 4.948 0.607 -0.560
O4 6.282 1.856 -2.081
C1 -0.491 1.699 -6.377
C2 -0.493 0.887 -5.145
C3 -1.788 -0.041 -5.271
O5 -1.642 -1.077 -4.278
C4 -2.790 -1.901 -4.175
N1 0.805 0.203 -4.953
H1 0.327 2.419 -6.392
H2 -1.387 2.278 -6.600
H3 -0.448 1.123 -7.302
H4 -0.651 1.525 -4.275
H5 -1.781 -0.453 -6.280
H6 -2.737 0.490 -5.188
H7 -2.608 -2.514 -3.293
H8 -3.206 -2.262 -5.116
H9 -3.617 -1.314 -3.775
H10 0.777 -0.337 -5.806
H11 1.480 0.951 -5.034
C5 -3.405 -0.596 2.866
C6 -2.713 0.782 2.965
C7 -2.218 0.941 4.386
O6 -1.423 2.182 4.402
C8 -0.380 2.146 5.406
N2 -1.542 0.733 2.123
H12 -3.893 -0.671 1.894
H13 -4.168 -0.660 3.642
H14 -2.609 -1.297 3.119
H15 -3.271 1.667 2.659
H16 -1.563 0.142 4.733
H17 -3.069 0.867 5.063
H18 -0.791 1.610 6.262
H19 0.037 3.105 5.712
H20 0.372 1.487 4.972
H21 -1.005 1.550 2.376
H22 -0.991 -0.069 2.391
C9 2.280 -2.454 3.618
O7 1.685 -2.842 2.593
N3 3.386 -1.700 3.553
N4 1.998 -2.715 4.819
H23 3.877 -1.497 4.413
H24 3.678 -1.357 2.649
H25 1.093 -3.094 5.058
H26 2.594 -2.215 5.465

=====

# C5H11NO2

A cluster of 2 separate species, C5H11NO2 in total (the ωB97M-V functional and the def2-TZVPD basis, the OMol25 dataset).

Output
HOMO (alpha / beta): -13.9 / -15.5 eV
<S²>: 0.7553
orbital gap (alpha / beta): 7.07 / 8.56 eV
relative energy (zero: lowest compared OMol25 entry of this formula, charge and spin): 92.97 kcal/mol
multiplicity: 2
charge: +1

Atoms and positions in Å:
C1 1.628 -1.241 2.470
N1 0.887 0.040 2.234
C2 0.094 0.214 1.217
C3 0.661 0.442 -0.157
C4 1.089 -0.923 -0.599
O1 -0.374 0.950 -1.009
C5 -1.307 0.582 1.606
O2 -1.594 0.632 2.747
H1 2.125 -1.230 3.435
H2 0.951 -2.091 2.423
H3 2.353 -1.369 1.671
H4 0.257 0.181 3.039
H5 -4.207 2.381 -8.084
H6 1.475 1.167 -0.077
H7 0.322 -1.694 -0.630
H8 2.023 -1.114 -1.114
H9 -3.672 2.113 -8.521
H10 -0.634 0.163 -1.507
H11 -2.077 0.795 0.857

=====

So what do the calculations give for max |F|? Going down the list: 4.49; 5.66; 5.19; 1.48; 1.14; 6.69; 3.31 eV/A.